Entry 1:
Formula: C5H7NO
Source: the Open Molecules 2025 dataset
Level of theory: wB97M-V/def2-TZVPD

Geometry as XYZ:
```
14
Properties=species:S:1:pos:R:3:forces:R:3
C 1.4161 1.0173 -1.2525 0.13 -0.50 0.02
C 1.2582 -0.0952 -0.8233 0.13 0.52 -0.27
C 0.8214 -1.3120 -0.1476 -0.06 0.11 0.05
C -0.5232 -0.9965 0.6040 -0.20 -0.08 0.01
N -0.7457 0.4027 0.9770 0.36 0.11 -0.20
C -1.2169 1.3475 0.0833 0.08 0.07 0.02
O -0.7884 2.4781 0.0013 -0.43 -0.27 0.33
H 1.5183 2.0156 -1.6112 0.07 -0.12 -0.02
H 1.6015 -1.6754 0.5365 -0.23 0.24 -0.02
H 0.6790 -2.1222 -0.8779 -0.13 0.21 0.22
H -1.3532 -1.3013 -0.0395 0.04 0.07 0.13
H -0.5633 -1.5946 1.5173 -0.10 -0.01 -0.15
H -0.0168 0.8176 1.5478 0.07 -0.14 -0.08
H -2.0869 1.0181 -0.5153 0.27 -0.22 -0.04
```
Forces are in eV/Å.

Summary:
- LUMO level (eV) = 0.9
- relative energy (zero: lowest compared OMol25 entry of this formula, charge and spin) (kcal per mole) = 50.3
- SMILES = C#CCCNC=O
- spin multiplicity = 1


Entry 2:
Formula: C5H7NO
Source: the Open Molecules 2025 dataset
Level of theory: wB97M-V/def2-TZVPD

Geometry as XYZ:
```
14
Properties=species:S:1:pos:R:3:forces:R:3
C 0.0228 -2.1696 0.1592 0.04 -0.13 0.03
C 0.2126 -0.6884 0.1728 0.32 -0.12 0.06
C 1.0677 0.0176 0.9485 0.11 -0.46 0.21
O 0.9930 1.3610 0.6847 0.20 -0.17 -0.30
C 0.0994 1.4916 -0.3012 1.02 -1.41 -0.53
N -0.4388 2.7736 -0.4645 -2.04 -1.39 1.27
C -0.4482 0.2778 -0.6492 0.65 -0.37 -0.41
H -0.9982 -2.4509 0.4407 0.14 0.07 -0.04
H 0.7119 -2.6486 0.8594 -0.10 0.01 -0.08
H 0.2148 -2.5773 -0.8389 -0.03 0.04 0.13
H 1.7809 -0.2661 1.7019 -0.01 -0.04 0.00
H -1.1266 1.9035 0.0782 -0.66 4.13 -0.83
H -0.8752 2.8463 -1.3890 0.18 -0.17 0.24
H -1.2159 0.1296 -1.4027 0.17 -0.01 0.25
```
Forces are in eV/Å.

Summary:
- LUMO level (eV) = 0.8
- relative energy (zero: lowest compared OMol25 entry of this formula, charge and spin) (kcal per mole) = 76.4
- spin multiplicity = 1


Entry 3:
Formula: C5H7NO
Source: the Open Molecules 2025 dataset
Level of theory: wB97M-V/def2-TZVPD

Geometry as XYZ:
```
14
Properties=species:S:1:pos:R:3:forces:R:3
C -1.7600 0.2220 0.0591 0.08 0.13 -0.09
C -0.9484 1.1822 -0.3716 -0.12 -0.09 0.13
C 0.4407 1.4175 0.1576 -0.03 0.18 -0.14
O 0.8813 0.3693 1.0158 0.10 0.09 0.18
C 1.5235 -0.6299 0.3423 -0.10 -0.20 -0.17
N 0.9528 -1.7446 0.1788 0.21 -0.06 -0.27
C 0.4277 -2.8706 0.1130 0.17 0.48 -0.05
H -1.4566 -0.4791 0.8347 -0.04 0.18 -0.18
H -2.7586 0.1158 -0.3536 0.13 0.01 0.06
H -1.2759 1.8862 -1.1394 0.04 -0.15 0.14
H 0.4799 2.3505 0.7365 -0.02 -0.22 -0.08
H 1.1483 1.5215 -0.6776 -0.09 0.07 0.07
H 2.5106 -0.3933 -0.0774 -0.39 -0.33 0.20
H -0.1654 -2.9474 -0.8182 0.08 -0.07 0.20
```
Forces are in eV/Å.

Summary:
- LUMO level (eV) = 0.9
- relative energy (zero: lowest compared OMol25 entry of this formula, charge and spin) (kcal per mole) = 95.5
- spin multiplicity = 1


Entry 4:
Formula: C5H7NO
Source: the Open Molecules 2025 dataset
Level of theory: wB97M-V/def2-TZVPD

Geometry as XYZ:
```
14
Properties=species:S:1:pos:R:3:forces:R:3
O -1.5367 -0.8686 -2.1432 -0.04 0.18 0.49
C -0.8671 -0.3527 -1.2915 -0.49 -0.07 -0.34
C -0.0453 0.9258 -1.2867 -0.13 0.08 -0.23
N 0.8858 0.2923 -0.3225 -0.01 -0.37 -0.04
C 0.5065 0.6659 1.0732 -0.02 0.08 0.27
C 0.0277 -0.7548 1.3328 -0.17 -0.04 0.27
C -0.0332 -0.9792 -0.1765 0.14 -0.03 -0.05
H 0.3972 1.1608 -2.2582 -0.04 -0.06 0.10
H -0.5808 1.8036 -0.9053 0.21 -0.11 -0.03
H -0.3196 1.3894 1.1053 0.19 -0.06 -0.06
H 1.3278 1.0413 1.6894 -0.06 -0.07 -0.15
H -0.8197 -0.9584 1.9831 -0.07 0.06 -0.08
H 0.8922 -1.3455 1.6547 -0.29 -0.02 0.10
H 0.1522 -2.0268 -0.4583 0.78 0.43 -0.23
```
Forces are in eV/Å.

Summary:
- LUMO level (eV) = 0.7
- relative energy (zero: lowest compared OMol25 entry of this formula, charge and spin) (kcal per mole) = 64.4
- SMILES = O=C1CN2CC[C@@H]12
- spin multiplicity = 1


Orbital gap in eV, matching the order above: 10.6, 8.7, 9.1, 10.3